{
  "formula": "C20H27GdN3S2",
  "method": "ωB97M-V/def2-TZVPD",
  "lumo_energy_ev": [-9.916, -13.238],
  "spin_multiplicity": 8,
  "s_squared": 16.04,
  "charge": 3,
  "e_homo_ev": [-16.9076, -16.9077],
  "elements": ["Gd", "S", "S", "C", "C", "C", "N", "C", "C", "H", "H", "H", "H", "H", "H", "H", "H", "C", "H", "H", "H", "H", "H", "H", "H", "C", "C", "H", "H", "H", "H", "C", "C", "N", "C", "C", "C", "C", "C", "C", "C", "C", "C", "N", "C", "H", "H", "H", "H", "H", "H", "H", "H"],
  "xyz": [[0.2742, 0.8485, 0.3555], [2.1607, 2.3781, -1.1407], [-1.6820, 1.7248, 2.1991], [2.5271, 3.9996, -0.3278], [0.9669, 2.6619, -2.5166], [-0.3612, 3.2225, -2.0270], [-1.0727, 2.2620, -1.1044], [-2.2109, 2.9224, -0.3837], [-2.7963, 2.0846, 0.7499], [0.8408, 1.6915, -3.0240], [1.4435, 3.3378, -3.2388], [-0.9902, 3.4036, -2.9138], [-0.2009, 4.1734, -1.4998], [-3.0292, 3.0755, -1.1046], [-1.8843, 3.9048, -0.0187], [-3.2043, 1.1400, 0.3555], [-3.6437, 2.6101, 1.2047], [-1.2168, 3.3831, 2.8578], [-1.5371, 1.6281, -1.7613], [-0.8456, 3.9866, 2.0260], [-0.4186, 3.1890, 3.5803], [-2.0578, 3.8675, 3.3677], [3.1441, 3.7175, 0.5355], [1.5838, 4.4492, -0.0040], [3.1018, 4.6781, -0.9757], [-2.0502, -2.7496, -3.3321], [-1.2569, -3.4510, -2.5251], [-1.6918, -2.3363, -4.2786], [-3.1037, -2.5723, -3.1009], [-0.2151, -3.6585, -2.7796], [-1.6166, -3.8682, -1.5821], [-2.4214, -2.4789, 2.0179], [-2.0589, -1.3773, 1.2474], [-0.7868, -1.1849, 0.7902], [0.1398, -2.1740, 1.0377], [-0.1842, -3.3155, 1.8162], [-1.5003, -3.4641, 2.2999], [0.8339, -4.2810, 2.0684], [2.1080, -4.1258, 1.5662], [2.4650, -2.9916, 0.7787], [3.7626, -2.8092, 0.2579], [4.0458, -1.6548, -0.4425], [3.0649, -0.6831, -0.6001], [1.7868, -0.8482, -0.1531], [1.4742, -2.0052, 0.5232], [-3.4390, -2.5171, 2.4043], [-2.7729, -0.6007, 1.0083], [-1.7544, -4.3546, 2.8834], [0.5728, -5.1706, 2.6629], [2.8785, -4.8933, 1.7513], [4.5173, -3.5867, 0.4228], [5.0301, -1.4608, -0.8639], [3.2812, 0.2731, -1.0696]],
  "atomic_forces_ev_per_a": [[-0.02, 0.72, 0.28], [0.23, 0.68, -0.32], [-0.23, 0.37, -0.04], [-0.31, -0.31, -0.16], [0.22, 0.20, 0.28], [0.00, 0.07, -0.13], [-0.48, 0.27, -0.68], [-0.17, 0.19, -0.06], [0.01, 0.20, 0.39], [0.15, 0.21, 0.21], [-0.18, -0.12, 0.18], [0.09, 0.14, 0.37], [-0.17, -0.28, -0.16], [0.21, 0.22, 0.23], [-0.04, -0.26, -0.15], [0.28, 0.23, 0.33], [0.07, 0.00, -0.26], [-0.05, -0.26, -0.37], [0.11, -0.23, 0.15], [-0.05, 0.13, 0.32], [-0.14, 0.06, -0.11], [0.10, -0.25, -0.24], [-0.18, 0.17, -0.21], [0.35, 0.13, 0.01], [-0.29, -0.41, 0.06], [0.03, 0.16, 0.06], [0.08, 0.22, 0.07], [-0.09, -0.24, 0.26], [0.31, -0.12, -0.03], [-0.30, 0.05, 0.01], [-0.01, 0.02, -0.28], [-0.52, 0.02, 0.08], [1.66, 0.01, -0.20], [-1.20, -1.27, 0.41], [-0.56, 0.14, 0.26], [0.34, 0.30, -0.49], [0.16, 0.15, -0.08], [1.09, -0.56, -0.13], [-0.66, -0.85, 0.56], [-0.76, 0.34, 0.02], [-0.03, 0.04, -0.11], [0.37, -0.07, -0.07], [-1.21, -0.31, 0.44], [1.37, -0.58, -0.04], [0.88, 0.01, -0.07], [0.22, -0.15, -0.18], [-0.02, -0.22, 0.09], [0.00, 0.40, -0.15], [0.22, 0.51, -0.34], [-0.52, 0.46, -0.05], [-0.25, 0.38, -0.08], [-0.18, -0.14, 0.14], [0.08, -0.51, -0.01]]
}



{
  "formula": "C20H27N3O3PtS2",
  "method": "ωB97M-V/def2-TZVPD",
  "lumo_energy_ev": -6.575,
  "spin_multiplicity": 1,
  "charge": 2,
  "e_homo_ev": -14.6139,
  "elements": ["Pt", "C", "O", "C", "C", "O", "C", "H", "H", "H", "H", "H", "H", "H", "H", "H", "H", "O", "S", "C", "C", "C", "C", "C", "C", "C", "C", "C", "C", "C", "C", "H", "H", "H", "H", "H", "H", "H", "H", "H", "H", "C", "C", "C", "N", "N", "C", "N", "S", "H", "H", "H", "H", "H", "H", "H"],
  "xyz": [[-2.0306, -0.0047, -0.9254], [-2.4659, -2.9814, -0.1503], [-3.0778, -1.7740, -0.6678], [-4.4205, -1.4687, -0.2269], [-4.3792, -0.3591, 0.7764], [-3.7955, 0.7714, 0.0866], [-3.6401, 1.9334, 0.9260], [-3.0461, -3.8306, -0.5044], [-2.4392, -2.9555, 0.9398], [-1.4587, -3.0135, -0.5479], [-4.9016, -2.3732, 0.1398], [-4.9492, -1.1210, -1.1151], [-3.7648, -0.6018, 1.6482], [-5.3883, -0.1066, 1.1063], [-4.6260, 2.2729, 1.2394], [-3.1578, 2.6999, 0.3285], [-3.0239, 1.6919, 1.7928], [-0.2045, -0.9060, -0.7354], [0.5961, -0.5977, 0.5771], [0.9437, -2.2172, 1.1900], [0.8282, -2.3991, 2.5612], [1.1120, -3.6501, 3.0948], [1.4869, -4.6879, 2.2558], [1.5908, -4.4898, 0.8804], [1.3256, -3.2468, 0.3356], [2.1891, -0.0874, -0.0187], [3.0398, 0.4989, 0.9087], [4.3140, 0.8628, 0.5020], [4.7098, 0.6506, -0.8134], [3.8375, 0.0769, -1.7288], [2.5606, -0.3014, -1.3358], [0.5293, -1.5798, 3.2039], [1.0369, -3.8107, 4.1614], [1.7056, -5.6618, 2.6726], [1.8927, -5.3057, 0.2379], [1.4193, -3.0758, -0.7293], [2.7213, 0.6591, 1.9325], [4.9974, 1.3103, 1.2108], [5.7054, 0.9353, -1.1264], [4.1529, -0.0856, -2.7507], [1.8678, -0.7451, -2.0382], [2.7392, 4.0504, -0.7717], [1.4697, 3.9200, 0.0721], [0.3665, 3.2535, -0.6756], [-0.1588, 2.1288, -0.3525], [-1.1355, 1.7369, -1.2337], [-1.3445, 2.5731, -2.2341], [-2.2360, 2.3821, -3.2093], [-0.3117, 3.9430, -2.1364], [3.5383, 4.4837, -0.1730], [2.5846, 4.7019, -1.6329], [3.0683, 3.0743, -1.1291], [1.1296, 4.9031, 0.4048], [1.6525, 3.3179, 0.9626], [-2.7881, 1.5415, -3.2484], [-2.3670, 3.0642, -3.9366]],
  "atomic_forces_ev_per_a": [[0.11, 0.18, 1.65], [-0.13, -0.04, 0.12], [0.32, 0.09, -0.05], [-0.11, -0.10, -0.29], [-0.01, 0.03, 0.13], [-0.17, -0.10, -0.70], [0.06, 0.09, 0.03], [-0.01, 0.00, 0.01], [0.00, 0.01, 0.00], [0.00, -0.01, -0.03], [0.04, 0.02, 0.12], [-0.06, -0.11, -0.01], [0.02, 0.00, -0.01], [0.01, 0.09, -0.03], [-0.02, -0.03, -0.01], [-0.02, 0.00, -0.01], [0.01, -0.02, -0.01], [-0.01, -0.13, -0.81], [-0.01, 0.02, -0.04], [-0.02, -0.01, 0.03], [-0.03, -0.01, -0.02], [0.00, -0.01, 0.00], [0.00, 0.01, 0.01], [0.00, 0.01, -0.01], [0.05, 0.00, 0.01], [-0.03, 0.00, -0.03], [-0.02, -0.01, 0.01], [0.01, -0.01, -0.01], [0.01, 0.00, 0.01], [-0.02, -0.01, 0.00], [0.00, 0.03, -0.03], [-0.01, 0.00, 0.00], [0.00, 0.00, 0.00], [0.00, 0.00, 0.00], [0.00, 0.00, 0.00], [0.00, 0.00, 0.00], [0.00, 0.00, 0.00], [0.00, 0.00, 0.00], [0.00, 0.00, 0.00], [0.00, 0.01, 0.00], [0.01, -0.01, 0.01], [0.00, 0.01, 0.01], [0.02, 0.01, 0.00], [-0.05, 0.00, -0.05], [0.00, -0.01, 0.03], [-0.04, 0.04, -0.02], [0.07, -0.05, -0.02], [-0.06, 0.05, 0.00], [0.03, 0.03, 0.03], [0.00, 0.00, 0.00], [0.00, -0.01, 0.00], [0.00, 0.00, 0.00], [0.01, 0.00, 0.01], [-0.01, 0.00, -0.01], [0.04, -0.03, 0.01], [0.02, 0.00, -0.01]]
}



{
  "formula": "C20H27N3O3S",
  "method": "ωB97M-V/def2-TZVPD",
  "lumo_energy_ev": 0.609,
  "spin_multiplicity": 1,
  "e_homo_ev": -8.0360,
  "elements": ["C", "C", "C", "C", "C", "C", "C", "H", "H", "C", "N", "C", "C", "O", "C", "H", "H", "H", "C", "H", "H", "S", "O", "C", "C", "O", "N", "C", "H", "H", "C", "N", "C", "C", "H", "H", "C", "H", "H", "C", "H", "H", "H", "H", "H", "H", "H", "H", "H", "H", "H", "H", "H", "H"],
  "xyz": [[4.5432, 2.2999, 0.0809], [3.0553, 2.2152, -0.0640], [2.4600, 2.2961, -1.3183], [1.0884, 2.2254, -1.4584], [0.2812, 2.0749, -0.3318], [0.8681, 1.9972, 0.9314], [2.2401, 2.0673, 1.0543], [2.6916, 1.9977, 2.0334], [0.2321, 1.8455, 1.7879], [-1.1525, 1.9413, -0.4545], [-2.0145, 1.9560, 0.5188], [-3.2280, 1.7161, -0.0597], [-3.0498, 1.5559, -1.4084], [-1.7275, 1.7128, -1.6594], [-3.9872, 1.2735, -2.5229], [-4.6394, 2.1284, -2.7036], [-3.4208, 1.0647, -3.4261], [-4.6045, 0.4124, -2.2756], [-4.4553, 1.5949, 0.7419], [-5.3247, 1.9751, 0.2072], [-4.3483, 2.0874, 1.7040], [-4.8615, -0.1945, 1.1000], [-4.6634, -0.9101, -0.1744], [-3.4066, -0.6096, 2.1638], [-2.0221, -0.7048, 1.5222], [-1.0415, -0.3170, 2.1199], [-2.0115, -1.3344, 0.3364], [-0.8053, -1.4877, -0.4531], [-0.3818, -0.5037, -0.6761], [-1.0726, -1.9735, -1.3919], [0.2490, -2.3323, 0.2702], [1.3763, -2.5873, -0.6150], [2.2417, -3.6581, -0.1465], [3.2062, -3.0339, 0.8831], [4.1828, -3.5137, 0.8530], [2.8045, -3.1430, 1.8901], [3.2654, -1.5548, 0.4726], [4.2682, -1.2457, 0.1835], [2.9312, -0.9071, 1.2821], [2.2903, -1.4584, -0.7208], [1.7560, -0.5121, -0.7416], [2.8362, -1.5683, -1.6624], [1.6609, -4.4852, 0.2593], [2.8056, -4.0218, -1.0109], [0.5367, -1.8192, 1.1965], [-0.2032, -3.2928, 0.5310], [-2.9052, -1.4828, -0.1251], [-3.6500, -1.5885, 2.5829], [-3.3765, 0.1209, 2.9692], [0.6346, 2.2790, -2.4369], [3.0807, 2.4084, -2.1957], [5.0424, 1.9128, -0.8044], [4.8796, 1.7415, 0.9512], [4.8455, 3.3399, 0.2107]],
  "atomic_forces_ev_per_a": [[-0.01, 0.07, 0.01], [-0.05, -0.03, -0.04], [0.08, 0.00, 0.06], [-0.19, -0.01, 0.14], [0.54, 0.03, -0.28], [-0.18, -0.02, -0.16], [0.04, 0.05, -0.09], [0.05, -0.03, 0.11], [-0.06, -0.03, 0.12], [-0.84, 0.03, 0.76], [0.77, 0.30, -0.02], [0.04, -0.05, -1.13], [-0.73, 0.05, 0.84], [0.31, -0.02, -0.14], [0.15, 0.05, 0.03], [-0.02, 0.03, -0.10], [-0.04, -0.02, -0.11], [0.00, -0.03, -0.04], [-0.10, -0.66, 0.00], [-0.11, -0.07, 0.10], [-0.06, 0.12, 0.07], [0.49, 0.88, 1.04], [-0.25, -0.59, -0.99], [-0.36, 0.20, -0.14], [-0.45, -0.20, -0.06], [0.30, 0.07, 0.27], [-0.01, -0.13, -0.31], [0.41, -0.05, 0.28], [-0.03, -0.10, -0.07], [0.03, 0.04, 0.04], [-0.09, 0.09, -0.11], [-0.24, -0.13, -0.17], [0.13, -0.13, -0.01], [-0.06, -0.10, -0.02], [0.03, -0.04, 0.07], [0.05, -0.01, 0.04], [-0.08, 0.07, -0.04], [0.05, 0.07, 0.03], [0.06, 0.04, 0.04], [0.14, 0.15, -0.07], [-0.02, 0.07, -0.07], [0.02, 0.12, 0.01], [-0.02, -0.03, -0.06], [0.02, -0.08, 0.07], [-0.04, -0.09, 0.01], [0.01, 0.04, 0.03], [0.07, 0.09, 0.17], [-0.06, 0.04, 0.00], [0.02, 0.01, 0.04], [-0.02, 0.00, -0.09], [0.07, 0.00, -0.09], [0.09, -0.03, -0.03], [0.08, -0.04, 0.04], [0.10, 0.03, 0.01]]
}



{
  "formula": "C20H27N6O7",
  "method": "ωB97M-V/def2-TZVPD",
  "lumo_energy_ev": 0.049,
  "spin_multiplicity": 1,
  "charge": -1,
  "e_homo_ev": -3.5929,
  "elements": ["C", "C", "O", "C", "C", "C", "O", "C", "C", "C", "C", "C", "C", "C", "C", "C", "C", "O", "H", "H", "H", "H", "H", "H", "H", "H", "H", "H", "H", "H", "H", "H", "H", "H", "H", "H", "H", "H", "H", "H", "H", "H", "H", "O", "N", "O", "C", "C", "C", "N", "O", "O", "C", "N", "N", "N", "N", "C", "H", "H"],
  "xyz": [[4.3140, -1.2346, 1.0956], [3.1520, -0.2893, 0.9859], [2.2402, -0.5338, 2.0738], [1.0204, 0.0547, 1.9519], [0.3051, -0.0363, 3.2151], [-0.9973, 0.5358, 3.3883], [-1.7959, 0.0317, 4.2055], [-1.4467, 1.7755, 2.6273], [-2.2772, 1.4682, 1.3872], [-3.5269, 0.5964, 1.6170], [-3.4535, -0.8114, 0.9972], [-3.4404, -1.9738, 2.0064], [-2.4552, -3.0991, 1.6538], [-1.0004, -2.7594, 2.0077], [-0.6853, -2.8820, 3.4987], [0.7461, -2.4633, 3.8650], [0.8804, -0.9746, 4.2330], [0.6126, 0.5102, 0.8791], [4.9786, -1.0257, 0.2544], [4.8719, -1.0793, 2.0238], [3.9781, -2.2719, 1.0148], [3.4962, 0.7532, 1.0368], [2.6408, -0.4465, 0.0314], [-2.0459, 2.3848, 3.3214], [-0.5540, 2.3421, 2.3339], [-2.6061, 2.4399, 0.9835], [-1.5957, 1.0173, 0.6532], [-3.7499, 0.5443, 2.6905], [-4.3689, 1.1168, 1.1374], [-4.3568, -0.9298, 0.3782], [-2.5943, -0.8817, 0.3141], [-3.2221, -1.5953, 3.0164], [-4.4570, -2.3922, 2.0353], [-2.7600, -4.0042, 2.1960], [-2.5033, -3.3148, 0.5775], [-0.3209, -3.4337, 1.4615], [-0.7487, -1.7426, 1.6575], [-1.3972, -2.2780, 4.0801], [-0.8303, -3.9357, 3.7890], [1.0527, -3.0391, 4.7474], [1.4415, -2.6987, 3.0477], [1.9413, -0.7256, 4.3759], [0.3385, -0.8073, 5.1734], [0.9820, 3.3026, -5.0538], [0.6535, 3.9911, -4.0773], [-0.0715, 5.0126, -4.1647], [1.0986, 3.6420, -2.7368], [0.6902, 4.3510, -1.6140], [1.1628, 3.9938, -0.3284], [0.7509, 4.6672, 0.8819], [0.0801, 5.7142, 0.8282], [1.1076, 4.1339, 1.9641], [2.0372, 2.9277, -0.1612], [2.4610, 2.2811, -1.2932], [3.3235, 1.2322, -1.3705], [3.3617, 0.8651, -2.6355], [2.5921, 1.6567, -3.4083], [2.0153, 2.5531, -2.5857], [0.0115, 5.1904, -1.7187], [2.4411, 2.6132, 0.7954]],
  "atomic_forces_ev_per_a": [[0.24, 0.06, -0.05], [-0.80, -0.36, 0.42], [1.38, 0.01, -1.07], [-1.73, 0.21, 2.48], [0.59, 0.62, -1.82], [0.23, -0.84, 0.18], [-0.18, 0.51, 0.24], [0.33, 0.00, 0.14], [0.01, 0.28, -0.24], [-0.11, 0.32, -0.30], [-0.29, -0.07, 0.02], [-0.08, -0.15, 0.06], [0.13, 0.23, 0.12], [0.16, 0.10, -0.20], [-0.10, -0.08, 0.04], [0.00, 0.06, 0.35], [-0.37, -0.07, 0.17], [0.61, 0.61, -0.68], [0.11, -0.09, 0.03], [-0.10, -0.16, -0.06], [0.06, 0.10, 0.15], [-0.07, -0.24, 0.00], [0.01, 0.13, 0.36], [0.20, -0.21, -0.04], [-0.25, -0.01, 0.02], [0.14, -0.17, -0.05], [-0.33, 0.05, 0.09], [0.07, -0.08, -0.21], [0.08, -0.07, 0.21], [0.34, -0.11, -0.07], [-0.11, 0.04, 0.20], [0.02, -0.08, -0.29], [0.16, 0.01, 0.15], [0.12, -0.03, -0.14], [-0.19, -0.04, 0.12], [-0.13, 0.07, 0.06], [-0.22, -0.35, 0.11], [0.21, -0.13, -0.11], [-0.05, 0.15, -0.06], [0.14, -0.09, -0.12], [-0.14, -0.07, 0.12], [-0.21, -0.16, 0.17], [0.15, -0.03, -0.09], [-0.36, 1.04, 2.14], [-1.31, 1.25, -1.83], [1.30, -1.78, 0.27], [0.38, -0.18, 0.89], [0.10, -0.16, -0.81], [0.89, -1.42, -0.55], [-0.52, 0.71, 2.95], [1.16, -1.87, -0.53], [-0.66, 1.25, -2.48], [-0.13, 0.21, -0.50], [-0.33, 0.13, -0.81], [0.04, -0.22, -1.41], [-0.55, 1.65, 1.72], [-0.50, 0.65, 0.75], [0.55, -0.97, 0.08], [0.05, -0.13, -0.04], [-0.21, -0.01, -0.25]]
}



Number 1: electronic energy -2503.66559 Eh. Number 2: electronic energy -2083.39021 Eh. Number 3: electronic energy -1566.49280 Eh. Number 4: electronic energy -1633.33123 Eh.